ORCA calculation (ωB97M-V/def2-TZVPD) on a cluster of 2 separate species, C4H9NO in total in a non-equilibrium geometry.

Calculated values
* LUMO level: 0.86 eV
* electronic energy: -7828.9148 eV
* SMILES string: C=CN.C=CO
* highest occupied orbital energy: -0.2998 Ha

The geometry in ORCA input format:
```
! RIJCOSX wB97M-V def2-TZVPD def2/J DEFGRID3
* xyz 0 1
C -2.059 0.362 -1.100
C -1.861 1.090 -0.013
N -0.847 1.213 0.976
H -1.479 -0.566 -1.243
H -2.514 0.713 -1.992
H -2.581 1.906 0.175
H 0.143 1.136 0.694
H -0.985 2.037 1.513
C 1.736 -1.698 1.045
C 1.734 -1.222 -0.271
O 1.206 0.101 -0.560
H 2.230 -2.697 1.147
H 1.311 -1.279 1.929
H 2.023 -1.814 -1.083
H 0.829 0.072 -1.461
*
```



ORCA calculation (ωB97M-V/def2-TZVPD) on the ion C3H6NO5S2 with charge -1 in a non-equilibrium geometry.

Calculated values
* LUMO level: 3.46 eV
* electronic energy: -36603.4448 eV
* highest occupied orbital energy: -0.1648 Ha

The geometry in ORCA input format:
```
! RIJCOSX wB97M-V def2-TZVPD def2/J DEFGRID3
* xyz -1 1
C 1.437 -1.808 -0.105
C 0.686 -0.870 -0.579
C -0.235 0.039 0.191
N -2.817 1.028 0.758
O -1.348 3.857 -0.812
O 0.619 2.565 -1.329
O -2.467 -0.803 -0.951
O -1.843 1.501 -1.630
O -2.232 2.217 1.255
S -0.690 2.978 -1.789
S -1.937 0.460 -0.462
H 1.912 -2.523 -0.685
H 1.287 -2.212 0.905
H 1.085 -0.398 -1.577
H 0.326 1.148 0.214
H -0.416 -0.195 1.275
H -2.086 2.765 0.531
*
```



ORCA calculation (ωB97M-V/def2-TZVPD) on a cluster of 6 separate species, C6H24NO6 in total in a non-equilibrium geometry.

Calculated values
* LUMO level: 3.19 eV
* electronic energy: -20386.5992 eV
* highest occupied orbital energy: -0.1731 Ha

The geometry in ORCA input format:
```
! RIJCOSX wB97M-V def2-TZVPD def2/J DEFGRID3
* xyz -1 1
C -0.067 1.603 -1.367
N -0.459 1.358 0.025
C -0.188 0.041 0.568
C -1.042 -0.258 1.840
C -2.485 -0.501 1.394
C -0.944 0.702 2.990
C 1.300 -0.384 0.967
O 1.816 -1.302 0.013
H -0.869 1.151 -1.951
H 0.904 1.142 -1.683
H 0.197 2.605 -1.630
H -0.131 2.109 0.689
H -0.523 -0.718 -0.159
H -0.744 -1.212 2.277
H -2.661 -1.450 0.802
H -2.853 0.440 1.004
H -3.302 -0.804 2.074
H -0.430 1.653 2.695
H -0.217 0.362 3.705
H -1.883 0.938 3.496
H 1.229 -0.979 1.877
H 1.942 0.482 1.028
H 1.006 -2.786 -0.678
H 1.318 -4.205 -0.282
O 0.873 -3.712 -0.976
H 3.716 1.293 -1.631
H 3.306 2.364 -0.659
O 3.574 2.304 -1.581
H 3.037 -0.616 -2.349
H 2.615 -0.518 -0.833
O 3.507 -0.296 -1.569
H -1.560 -2.595 -3.323
H -0.793 -2.899 -2.066
O -1.705 -2.850 -2.395
H -2.493 1.797 -0.404
H -2.119 3.161 -1.023
O -2.874 2.582 -0.883
*
```



ORCA calculation (ωB97M-V/def2-TZVPD) on a structure of composition C56H55N4O5P2STeTi in a non-equilibrium geometry.

Calculated values
* LUMO level: -3.57 eV
* electronic energy: -134979.4717 eV
* highest occupied orbital energy: -0.3504 Ha

The geometry in ORCA input format:
```
! RIJCOSX wB97M-V def2-TZVPD def2/J DEFGRID3
* xyz 1 1
Ti 0.383 0.578 -0.552
O 0.159 -0.470 4.796
C 1.380 -0.045 4.534
O 2.266 -0.055 5.349
C 1.663 0.451 3.154
C 2.923 0.832 2.738
N 2.870 1.138 1.431
N 1.607 0.978 0.948
C 0.839 0.606 2.001
C -0.593 0.354 1.781
O -1.286 -0.233 2.627
O -1.023 0.561 0.551
H -0.486 -0.420 4.027
H 3.829 0.883 3.310
H 3.592 1.588 0.882
C -1.432 -7.374 -2.945
S -0.524 -6.566 -4.294
C 0.766 -5.674 -3.359
C 0.301 -4.318 -2.848
C 1.357 -3.715 -1.918
N 1.045 -2.337 -1.559
P 1.942 -0.938 -2.087
C 3.099 -1.627 -3.327
C 2.644 -2.151 -4.536
C 3.540 -2.676 -5.448
C 4.900 -2.659 -5.172
C 5.363 -2.125 -3.979
C 4.464 -1.619 -3.054
C 0.709 -0.171 -3.224
C 1.175 0.645 -4.257
C 0.286 1.379 -5.021
C -1.071 1.325 -4.743
C -1.548 0.505 -3.731
C -0.666 -0.235 -2.956
P 0.300 -1.945 -0.046
C -1.054 -3.154 0.076
C -0.870 -4.465 0.510
C -1.946 -5.333 0.526
C -3.204 -4.903 0.130
C -3.393 -3.593 -0.280
C -2.324 -2.716 -0.296
C 1.462 -2.509 1.238
C 0.997 -2.756 2.531
C 1.894 -3.076 3.535
C 3.251 -3.149 3.257
C 3.718 -2.872 1.982
C 2.830 -2.530 0.979
H -2.142 -8.048 -3.413
H -1.958 -6.632 -2.352
H -0.738 -7.940 -2.333
H 1.597 -5.551 -4.052
H 1.079 -6.320 -2.540
H -0.642 -4.426 -2.311
H 0.126 -3.651 -3.693
H 2.331 -3.754 -2.416
H 1.426 -4.321 -1.009
H 1.588 -2.135 -4.764
H 3.174 -3.094 -6.375
H 5.600 -3.059 -5.889
H 6.423 -2.103 -3.769
H 4.824 -1.208 -2.119
H 2.236 0.689 -4.475
H 0.651 1.990 -5.834
H -1.758 1.920 -5.325
H -2.612 0.427 -3.557
H -1.059 -0.939 -2.215
H 0.103 -4.808 0.837
H -1.807 -6.351 0.849
H -4.041 -5.584 0.149
H -4.374 -3.256 -0.579
H -2.483 -1.676 -0.571
H -0.062 -2.689 2.746
H 1.537 -3.263 4.536
H 3.947 -3.430 4.032
H 4.775 -2.922 1.765
H 3.195 -2.292 -0.018
C -3.209 5.795 7.179
C -2.610 5.196 5.945
C -1.443 4.451 5.998
C -0.904 3.869 4.859
C 0.351 3.061 4.975
C -1.557 4.017 3.636
Te -0.877 2.954 1.879
N 0.335 2.076 -1.362
C 0.670 3.345 -1.296
O 0.173 4.180 -0.534
C 1.704 3.629 -2.348
C 1.403 4.495 -3.389
C 2.241 4.560 -4.490
C 3.379 3.773 -4.548
C 3.696 2.928 -3.495
C 2.855 2.850 -2.401
C -2.848 2.170 1.726
C -3.379 1.604 2.875
C -4.573 0.910 2.815
C -5.241 0.802 1.608
C -4.707 1.378 0.468
C -3.494 2.055 0.499
C -2.883 2.619 -0.746
C -2.694 4.827 3.549
C -3.362 5.121 2.244
C -3.207 5.391 4.706
H -2.625 5.548 8.062
H -4.225 5.425 7.316
H -3.262 6.879 7.091
H -0.933 4.316 6.940
H 0.991 3.452 5.760
H 0.913 3.075 4.035
H 0.098 2.033 5.233
H 0.509 5.096 -3.324
H 2.002 5.221 -5.310
H 4.023 3.818 -5.414
H 4.591 2.323 -3.544
H 3.078 2.189 -1.563
H -2.856 1.704 3.815
H -4.968 0.450 3.706
H -6.181 0.275 1.555
H -5.230 1.292 -0.473
H -3.630 2.779 -1.521
H -2.116 1.928 -1.134
H -2.379 3.566 -0.530
H -2.629 5.100 1.437
H -3.833 6.098 2.274
H -4.135 4.384 2.034
H -4.093 6.003 4.638
*
```